92
Properties=species:S:1:pos:R:3:forces:R:3:lowdin_charge:R:1 method="wB97M-V/def2-TZVPD" homo_ev=-10.506 e_lumo_ev=-3.23 gap_ev=7.272 molar_mass_g_mol=695.226 total_charge=+1 e_tot_ha=-3731.0775 de_lowest_kcal_mol=0.0 max_force_ha_per_bohr=0.0381
Mg 0.777 -0.315 3.074 -1.0 0.7 -1.5 0.87
C -0.725 0.992 1.395 -0.8 -0.8 0.3 -0.43
O 0.425 0.231 1.055 0.9 0.6 0.0 -0.18
O -0.800 0.875 2.733 0.6 0.4 0.6 -0.19
C -0.602 2.423 0.836 0.2 -0.1 0.0 -0.55
F -1.103 2.469 -0.423 0.0 0.0 0.0 0.13
F -1.297 3.291 1.565 0.0 0.1 0.1 0.15
F 0.667 2.838 0.768 0.1 0.1 0.1 0.16
C 0.789 -0.152 -0.260 -0.4 -0.9 -0.8 -0.19
C 0.130 -1.495 -0.602 1.1 0.4 0.3 -0.04
H -0.913 -1.477 -0.297 -0.2 -0.2 -0.3 0.07
H 0.310 -1.725 -1.648 -0.6 0.1 -0.1 0.04
H 0.684 -2.251 -0.038 -0.4 -0.1 0.2 0.07
H 1.870 -0.295 -0.261 0.0 0.2 0.1 0.11
H 0.561 0.604 -1.012 -0.1 0.2 0.2 0.13
H -1.630 0.575 0.906 0.2 0.0 -0.1 0.15
C -4.278 0.299 -0.501 0.0 -0.6 -0.1 -0.05
C -4.194 -1.159 -0.368 0.0 0.2 0.1 -0.26
N -4.131 -2.300 -0.263 0.1 0.0 0.1 0.15
H -4.263 0.754 0.486 0.0 0.1 0.0 0.08
H -5.212 0.530 -1.009 0.0 0.2 0.0 0.09
H -3.432 0.642 -1.093 0.0 0.1 0.0 0.08
C 1.580 8.004 2.652 -0.1 0.3 0.1 -0.27
S 2.373 6.738 1.664 -0.3 0.6 -0.4 0.80
O 2.995 5.804 2.622 0.4 -0.5 0.4 -0.55
C 0.863 5.935 1.123 0.0 0.1 -0.6 -0.28
H 0.951 8.656 2.045 -0.1 -0.2 -0.1 0.06
H 2.349 8.638 3.090 0.1 -0.2 0.1 0.05
H 1.006 7.495 3.426 0.0 0.1 0.1 0.05
H 0.417 5.430 1.975 0.0 0.0 0.0 0.04
H 1.157 5.234 0.343 0.0 -0.2 0.2 0.04
H 0.178 6.635 0.641 0.0 0.2 0.3 0.06
C 4.504 -1.367 0.961 -0.1 0.4 -0.4 -0.22
S 3.975 -1.066 2.630 0.0 0.1 0.1 0.97
O 2.451 -1.065 2.514 0.8 0.1 0.5 -0.58
C 4.441 -2.624 3.323 0.3 -0.4 0.4 -0.24
H 5.441 -1.915 0.920 0.0 0.0 0.1 0.07
H 4.638 -0.395 0.488 0.0 -0.1 -0.1 0.07
H 3.698 -1.910 0.467 0.1 -0.1 0.0 0.06
H 4.112 -3.489 2.750 -0.1 0.2 -0.2 0.08
H 4.079 -2.712 4.346 -0.1 0.2 0.0 0.07
H 5.534 -2.594 3.369 -0.1 -0.1 0.0 0.07
C -0.670 -1.804 -6.469 -0.4 0.2 0.0 -0.25
S -0.705 -0.598 -5.138 -0.3 -0.1 -0.4 0.82
O -0.156 -1.321 -3.966 0.2 -0.2 0.7 -0.57
C 0.592 0.444 -5.768 -0.2 0.3 -0.4 -0.27
H -0.797 -1.312 -7.433 0.2 0.0 0.0 0.06
H -1.529 -2.457 -6.327 0.1 -0.2 0.1 0.05
H 0.271 -2.339 -6.377 0.0 -0.1 -0.1 0.06
H 0.598 1.351 -5.169 0.3 0.0 0.1 0.05
H 0.313 0.716 -6.788 0.1 0.0 0.0 0.06
H 1.541 -0.085 -5.756 0.1 0.0 0.1 0.05
C -2.332 -1.990 3.880 -0.1 0.1 -0.7 -0.22
S -1.292 -2.793 2.657 -0.8 0.0 0.0 0.94
O -0.017 -1.982 2.603 -0.1 -1.0 0.7 -0.58
C -0.952 -4.247 3.643 0.8 0.0 0.4 -0.22
H -1.892 -2.115 4.865 -0.1 0.1 0.1 0.07
H -3.318 -2.446 3.790 0.0 -0.1 0.2 0.07
H -2.405 -0.948 3.566 0.1 0.1 0.2 0.05
H -0.062 -4.009 4.236 0.0 0.0 -0.1 0.07
H -0.720 -5.108 3.024 -0.2 0.0 -0.1 0.06
H -1.751 -4.429 4.356 -0.3 -0.2 -0.3 0.06
C -2.102 -4.442 -2.879 -0.4 -0.3 -0.1 -0.01
C -1.130 -4.993 -1.865 0.0 0.3 -0.1 -0.48
O -0.077 -5.470 -2.213 0.1 -0.2 0.2 0.06
C -1.499 -4.809 -0.410 0.7 0.0 0.6 -0.04
H -1.555 -4.050 -3.732 0.0 0.1 0.0 0.07
H -2.786 -3.711 -2.452 0.2 0.2 0.0 0.06
H -2.743 -5.254 -3.244 0.2 -0.1 0.0 0.10
H -0.586 -4.613 0.169 0.0 0.2 -0.3 0.07
H -1.868 -5.709 0.091 -0.5 0.0 -0.5 0.09
H -2.181 -3.970 -0.310 -0.2 -0.2 0.2 0.03
C 2.437 -3.320 -2.539 -0.2 0.1 0.8 -0.02
C 3.712 -3.078 -3.283 0.3 0.2 0.2 -0.49
O 4.442 -3.971 -3.629 0.1 -0.1 -0.2 0.08
C 4.098 -1.616 -3.476 -0.2 0.1 0.5 -0.01
H 2.502 -2.820 -1.560 0.1 0.2 -0.2 0.06
H 2.267 -4.363 -2.287 -0.1 -0.1 -0.6 0.08
H 1.590 -2.849 -3.043 0.0 -0.2 -0.1 0.07
H 3.809 -1.237 -4.456 0.1 -0.2 -0.1 0.08
H 5.168 -1.491 -3.322 0.1 -0.1 -0.3 0.08
H 3.575 -0.997 -2.739 0.0 0.0 -0.1 0.06
C -2.412 5.838 3.302 0.4 -0.2 0.5 -0.02
C -3.372 6.107 2.180 -0.1 0.1 0.0 -0.50
O -3.736 7.232 1.936 0.1 0.1 -0.1 0.08
C -3.912 4.922 1.418 -0.8 0.5 0.0 -0.03
H -2.828 6.202 4.243 -0.1 0.1 -0.1 0.09
H -1.485 6.387 3.137 0.0 0.0 0.0 0.07
H -2.180 4.782 3.437 0.0 0.0 -0.1 0.07
H -4.834 5.254 0.938 0.0 -0.1 -0.1 0.08
H -4.167 4.138 2.132 0.3 -0.3 -0.2 0.08
H -3.237 4.589 0.634 0.2 -0.2 0.2 0.07